Entry w
{"formula": "C10H10N2", "method": "ωB97M-V/def2-TZVPD", "charge": 0, "multiplicity": 1, "smiles": "c1ccncc1.c1ccncc1", "gap_ev": 9.46, "species": ["C", "C", "C", "N", "C", "C", "H", "H", "H", "H", "H", "C", "C", "C", "N", "C", "C", "H", "H", "H", "H", "H"], "coordinates": [[0.9995, 0.7245, 0.6738], [1.8938, 1.3663, -0.2624], [2.7325, 0.5659, -1.0129], [2.8136, -0.7824, -0.8302], [1.9478, -1.3033, -0.0501], [0.9687, -0.7008, 0.7545], [0.3464, 1.2826, 1.2279], [1.9766, 2.4619, -0.2394], [3.4433, 1.0299, -1.8031], [2.1306, -2.3289, 0.1599], [0.3980, -1.2272, 1.5081], [-1.2680, -0.1083, 1.0477], [-1.5048, -1.2792, 0.3192], [-2.0490, -1.1771, -0.9407], [-2.5020, -0.0578, -1.4725], [-2.2926, 0.9855, -0.7128], [-1.6988, 1.1138, 0.5281], [-0.6440, -0.1054, 1.9297], [-1.1939, -2.2062, 0.7677], [-2.2183, -2.1791, -1.4652], [-2.6087, 1.9121, -1.1874], [-1.6706, 2.0131, 1.0601]]}

=====

Entry x
{"formula": "C10H10N2", "method": "ωB97M-V/def2-TZVPD", "charge": 0, "multiplicity": 1, "gap_ev": 8.88, "species": ["C", "C", "C", "C", "C", "C", "C", "C", "C", "C", "N", "N", "H", "H", "H", "H", "H", "H", "H", "H", "H", "H"], "coordinates": [[-3.0117, 0.4333, -0.1352], [2.8599, 0.7064, 0.3150], [2.7721, -0.6293, -0.0402], [1.7216, 1.4664, 0.2746], [1.5396, -1.1786, -0.3684], [0.4637, 0.9260, 0.0116], [0.3506, -0.4346, -0.2631], [-0.7673, 1.7775, -0.2197], [-1.8851, 0.0541, -0.8751], [-1.3252, -1.8571, 0.5332], [-3.9160, 0.6921, 0.4763], [-0.9410, -0.9574, -0.5607], [3.6750, 1.1988, 0.6952], [3.5758, -1.4420, 0.0544], [1.7033, 2.4508, 0.6878], [1.4556, -2.2961, -0.5940], [-1.3740, 2.3177, 0.5858], [-0.6827, 2.3972, -1.1104], [-2.0081, 0.4786, -1.9148], [-0.4994, -2.4783, 0.5677], [-1.3286, -1.3298, 1.5081], [-2.3780, -2.2958, 0.3718]]}

=====

Entry y
{"formula": "C10H10N2", "method": "ωB97M-V/def2-TZVPD", "charge": 0, "multiplicity": 1, "smiles": "Nc1ccc(N)c2ccccc12", "gap_ev": 7.69, "species": ["N", "C", "C", "C", "C", "N", "C", "C", "C", "C", "C", "C", "H", "H", "H", "H", "H", "H", "H", "H", "H", "H"], "coordinates": [[2.5422, -0.8696, 1.0251], [1.2357, -0.9532, 0.5249], [0.7629, -2.1928, 0.4307], [-0.5071, -2.1873, -0.1694], [-1.1802, -1.0357, -0.6086], [-2.4747, -0.9662, -1.1093], [-0.6375, 0.2355, -0.3651], [-1.3695, 1.3815, -0.6250], [-0.7899, 2.6157, -0.3161], [0.5080, 2.7564, 0.2613], [1.2858, 1.5382, 0.3728], [0.6286, 0.2905, 0.1939], [3.0411, -0.0758, 0.6596], [3.1473, -1.7644, 1.1437], [1.5017, -3.0304, 0.5297], [-0.9839, -3.1519, -0.0267], [-3.2207, -0.7337, -0.3933], [-2.8456, -1.8833, -1.6569], [-2.4881, 1.1749, -0.9258], [-1.3304, 3.6499, -0.3586], [0.9476, 3.7884, 0.5421], [2.2267, 1.4134, 0.8710]]}

=====

entry y has the most favorable energy; the next structure is 1.375 eV above.

=====

Entry w
{"formula": "C27H35GeIrN3O7", "method": "ωB97M-V/def2-TZVPD", "charge": -2, "multiplicity": 6, "s_squared": 8.777, "gap_ev": [6.30, 6.13], "species": ["Ir", "O", "C", "O", "C", "C", "C", "C", "C", "O", "C", "C", "O", "O", "H", "H", "H", "H", "H", "H", "H", "H", "C", "C", "C", "C", "C", "C", "C", "C", "C", "C", "C", "C", "O", "H", "H", "H", "H", "H", "H", "H", "H", "H", "H", "H", "H", "H", "H", "H", "H", "H", "C", "Ge", "C", "C", "C", "H", "H", "H", "H", "H", "H", "H", "H", "H", "H", "O", "N", "C", "C", "N", "C", "N"], "coordinates": [[-0.0876, -0.4104, 0.2261], [-3.3679, 2.4791, 1.4479], [-2.3349, 1.7976, 1.4375], [-2.0306, 0.9260, 0.5658], [-1.3971, 1.9567, 2.6640], [-1.1648, 0.5770, 3.3029], [-0.6872, 0.7668, 4.7542], [0.7773, 1.2191, 4.5223], [0.8533, 1.2208, 2.9835], [0.0200, 0.1056, 2.6587], [0.0712, 2.4196, 2.4223], [0.4731, 2.7346, 0.9547], [0.7840, 3.9044, 0.7188], [0.5090, 1.7748, 0.1209], [-1.9132, 2.6356, 3.3407], [-1.9818, -0.1284, 3.1669], [-1.2904, 1.5109, 5.2736], [-0.7377, -0.1742, 5.3036], [0.9962, 2.1991, 4.9448], [1.4856, 0.4935, 4.9230], [1.8545, 1.0874, 2.5764], [0.2855, 3.3298, 2.9799], [5.6793, -0.4794, 0.9984], [4.4715, 0.4463, 0.8369], [4.6669, 1.7613, 1.5973], [4.1629, 0.7241, -0.6196], [5.0893, 1.3262, -1.4492], [4.7841, 1.6458, -2.7647], [3.5062, 1.3805, -3.2342], [2.5447, 0.7734, -2.4450], [1.1372, 0.5926, -2.9626], [1.0896, -0.3012, -4.2023], [0.4703, 1.9479, -3.2149], [2.8732, 0.3567, -1.1178], [2.0990, -0.3686, -0.3641], [5.8431, -0.7241, 2.0511], [6.5828, -0.0093, 0.6005], [5.5061, -1.4089, 0.4547], [3.5962, -0.0590, 1.2470], [5.5291, 2.3110, 1.2111], [4.8229, 1.5735, 2.6638], [3.7849, 2.3941, 1.4788], [6.0777, 1.5689, -1.0683], [5.5195, 2.1212, -3.4040], [3.2483, 1.6637, -4.2508], [0.5739, 0.1028, -2.1688], [1.6601, 0.1410, -5.0230], [0.0562, -0.4326, -4.5348], [1.5078, -1.2827, -3.9736], [1.0232, 2.5317, -3.9560], [0.4291, 2.5070, -2.2809], [-0.5534, 1.8018, -3.5724], [-4.0091, -1.4297, 0.9466], [-2.9459, -2.2035, -0.5409], [-4.2733, -2.3760, -2.0375], [-2.5539, -4.0542, 0.0868], [-1.3655, -1.2958, -1.1449], [-5.0048, -1.8769, 0.9757], [-4.0973, -0.3514, 0.8260], [-3.5069, -1.6256, 1.8957], [-5.1400, -2.9531, -1.7077], [-3.8476, -2.8660, -2.9146], [-4.6171, -1.3830, -2.3316], [-3.4506, -4.5089, 0.5126], [-1.7850, -3.9969, 0.8579], [-2.1786, -4.6975, -0.7099], [-1.4613, -0.8438, -2.1316], [0.2424, -2.3262, 0.9336], [1.1087, -2.3502, 1.8896], [2.3333, -2.7345, 1.6178], [2.8116, -3.2409, 0.3759], [3.2485, -3.7165, -0.5773], [3.2779, -2.6816, 2.6742], [4.0697, -2.6739, 3.5113]]}

=====

Entry x
{"formula": "C27H35GeIrN3O7", "method": "ωB97M-V/def2-TZVPD", "charge": -2, "multiplicity": 6, "s_squared": 8.833, "gap_ev": [4.52, 5.82], "species": ["Ir", "O", "C", "O", "C", "C", "C", "C", "C", "O", "C", "C", "O", "O", "H", "H", "H", "H", "H", "H", "H", "H", "C", "C", "C", "C", "C", "C", "C", "C", "C", "C", "C", "C", "O", "H", "H", "H", "H", "H", "H", "H", "H", "H", "H", "H", "H", "H", "H", "H", "H", "H", "C", "Ge", "C", "C", "C", "H", "H", "H", "H", "H", "H", "H", "H", "H", "H", "O", "N", "C", "C", "N", "C", "N"], "coordinates": [[-1.3180, 0.8945, 0.2374], [-1.1944, 4.8049, 1.6709], [-1.2329, 3.8571, 0.8904], [-1.8382, 2.7521, 1.1272], [-0.6294, 4.0707, -0.5116], [-1.5651, 3.6139, -1.6459], [-1.1820, 4.3248, -2.9464], [0.1157, 3.5753, -3.3163], [0.2445, 2.5518, -2.1704], [-1.1518, 2.2725, -1.9165], [0.6853, 3.3190, -0.8945], [1.3847, 2.4360, 0.1625], [2.5619, 2.6911, 0.4132], [0.7431, 1.4425, 0.6609], [-0.4541, 5.1466, -0.5712], [-2.6234, 3.6091, -1.3900], [-1.0309, 5.3950, -2.7967], [-1.9528, 4.1904, -3.7062], [0.9790, 4.2323, -3.3822], [0.0098, 3.0456, -4.2669], [0.3325, 0.6538, -3.1087], [1.4425, 4.0535, -1.1783], [-3.9116, -2.7564, 4.8327], [-2.8243, -1.9914, 4.0798], [-1.8238, -1.4135, 5.0766], [-2.1273, -2.8305, 3.0057], [-1.4780, -4.0154, 3.4399], [-0.5098, -4.6815, 2.6540], [-0.0024, -4.1619, 1.5157], [-0.4185, -2.7851, 1.0672], [0.8043, -1.9188, 0.6899], [1.5444, -2.3888, -0.5558], [1.7569, -1.8077, 1.8784], [-1.2591, -2.0386, 2.1238], [-1.2607, -0.8030, 2.1290], [-4.4786, -2.0628, 5.4594], [-3.4792, -3.5078, 5.4997], [-4.5927, -3.2564, 4.1500], [-3.2960, -1.1555, 3.5549], [-1.2926, -2.2176, 5.5920], [-2.3465, -0.8194, 5.8330], [-1.0925, -0.7704, 4.5906], [-1.8410, -4.4978, 4.3396], [-0.1703, -5.6622, 2.9781], [0.6898, -4.7050, 0.8889], [0.4439, -0.9065, 0.4861], [1.8927, -3.4212, -0.4722], [2.4269, -1.7583, -0.6912], [0.9214, -2.3117, -1.4460], [2.3159, -2.7350, 2.0289], [1.2185, -1.5854, 2.7995], [2.4580, -0.9896, 1.7045], [2.7128, 0.7111, -5.1354], [2.7662, 1.3884, -3.2919], [3.5461, 3.1901, -3.3326], [3.9929, 0.2822, -2.2485], [0.9774, 1.2715, -2.4778], [3.7193, 0.6121, -5.5438], [2.1463, 1.3863, -5.7784], [2.2307, -0.2655, -5.1666], [4.5836, 3.1000, -3.6622], [3.5417, 3.6362, -2.3391], [3.0260, 3.8534, -4.0207], [5.0222, 0.4358, -2.5791], [3.7536, -0.7759, -2.3485], [3.9175, 0.5534, -1.1953], [1.1214, 0.7038, -1.5564], [-1.9113, -0.5214, -1.0130], [-3.0212, -1.1563, -0.4618], [-2.7510, -2.3182, -0.0239], [-1.4159, -2.9497, -0.1106], [-1.1604, -3.7242, -1.0532], [-3.7571, -3.0520, 0.7894], [-3.6346, -3.3381, 1.9562]]}

=====

entry w has the most favorable energy; the next structure is 1.260 eV above.

=====

Entry w
{"formula": "CH4NO2Si", "method": "ωB97M-V/def2-TZVPD", "charge": -1, "multiplicity": 1, "gap_ev": 8.18, "species": ["C", "N", "O", "O", "Si", "H", "H", "H", "H"], "coordinates": [[-0.2456, 1.0013, -1.6640], [-0.4584, 0.6645, -0.0163], [-0.5229, -2.2445, -0.2766], [0.9497, 1.1542, -1.7619], [0.1122, -1.0881, 0.4457], [0.2748, 1.3125, 0.2880], [-1.3070, 0.9593, 0.5711], [-0.3211, -1.1265, 1.9024], [1.5182, -0.6327, 0.5115]]}

=====

Entry x
{"formula": "CH4NO2Si", "method": "ωB97M-V/def2-TZVPD", "charge": -1, "multiplicity": 1, "smiles": "N[SiH2]C(=O)[O-]", "gap_ev": 7.98, "species": ["N", "Si", "C", "O", "O", "H", "H", "H", "H"], "coordinates": [[-1.2669, 0.7617, -0.4722], [-0.1660, -0.6142, -0.0077], [1.7057, 0.0046, -0.0495], [2.5988, -0.8825, -0.1787], [1.8698, 1.2316, 0.2191], [-2.2465, 0.5344, -0.3207], [-1.0264, 1.5676, 0.0889], [-0.8880, -1.7293, -0.7346], [-0.5807, -0.8738, 1.4555]]}

=====

entry x has the most favorable energy; the next structure is 1.175 eV above.

=====

Entry w
{"formula": "C4H8N4", "method": "ωB97M-V/def2-TZVPD", "charge": 0, "multiplicity": 1, "gap_ev": 8.32, "species": ["C", "N", "C", "C", "N", "N", "C", "N", "H", "H", "H", "H", "H", "H", "H", "H"], "coordinates": [[-1.2398, -0.3618, 1.3311], [-0.8700, -0.5553, -0.0559], [-0.4367, 0.5794, -0.7536], [0.6972, -0.5177, -0.3380], [-0.7225, 1.8897, -0.4581], [1.5618, -0.8422, 0.7057], [0.7063, -0.6748, -1.8054], [-0.2006, 0.1747, -2.1637], [-0.3051, 2.5418, -1.1100], [-0.6109, 2.1535, 0.5116], [2.4085, -0.2918, 0.7376], [1.7624, -1.8328, 0.8066], [1.2982, -1.2851, -2.4731], [-2.2368, 0.0858, 1.3545], [-0.5394, 0.2736, 1.8927], [-1.2725, -1.3371, 1.8179]]}

=====

Entry x
{"formula": "C4H8N4", "method": "ωB97M-V/def2-TZVPD", "charge": 0, "multiplicity": 1, "gap_ev": 8.92, "species": ["C", "C", "C", "C", "H", "H", "H", "H", "H", "H", "H", "H", "N", "N", "N", "N"], "coordinates": [[-2.6510, -0.2835, -0.1753], [2.0302, -0.7442, 0.1159], [1.8844, 0.5949, -0.2008], [0.5278, 0.8121, -0.1861], [-2.7852, 0.6775, -0.9606], [-3.4153, 0.1631, 0.6589], [-3.2969, -1.3849, -0.6902], [-1.1340, -0.0023, 1.4207], [0.8209, -2.3428, -0.3073], [2.9461, -1.1957, 0.1826], [2.8911, 1.3108, 0.1725], [0.1936, 2.6478, 0.2837], [-1.3343, -0.4770, 0.4291], [-0.2158, -0.3023, -0.3371], [0.8032, -1.3329, 0.0740], [-0.2486, 1.8051, 0.1080]]}

=====

entry w has the most favorable energy; the next structure is 2.396 eV above.

=====

Entry w
{"formula": "C4H8N4", "method": "ωB97M-V/def2-TZVPD", "charge": 0, "multiplicity": 1, "smiles": "[H]/N=C(\\N)[C@@H]1CNC=N1", "gap_ev": 9.99, "species": ["H", "N", "C", "N", "C", "C", "N", "C", "N", "H", "H", "H", "H", "H", "H", "H"], "coordinates": [[-0.5631, -0.2462, -3.0176], [-0.7839, 0.1450, -2.1178], [-0.3883, -0.5568, -1.1563], [0.3185, -1.7183, -1.2761], [-0.5237, -0.2686, 0.2108], [-0.7043, 1.1620, 0.5148], [0.1298, 1.4093, 1.7688], [1.0654, 0.3410, 1.5530], [0.8183, -0.5357, 0.7233], [0.4440, -2.0189, -2.2200], [1.0643, -2.1127, -0.6038], [-1.2486, -0.7996, 0.7852], [-0.4692, 1.7985, -0.2526], [-1.7142, 1.2873, 0.5193], [0.6278, 2.3906, 1.9198], [1.7855, 0.5336, 2.4481]]}

=====

Entry x
{"formula": "C4H8N4", "method": "ωB97M-V/def2-TZVPD", "charge": 0, "multiplicity": 1, "smiles": "[H]/N=C(/C(N)=N\\[H])N1CC1", "gap_ev": 10.43, "species": ["H", "N", "C", "C", "N", "N", "H", "N", "C", "C", "H", "H", "H", "H", "H", "H"], "coordinates": [[2.4231, -0.3775, 0.4009], [1.8866, -0.7475, -0.3109], [0.7858, -0.1686, -0.4216], [-0.1810, -0.5253, -1.5353], [-1.5108, -0.1611, -1.2697], [0.0847, -1.3966, -2.3781], [1.2511, -1.1548, -2.1098], [0.3812, 0.9018, 0.4420], [0.4812, 0.8266, 1.9349], [-0.7855, 0.2045, 1.2617], [-1.8247, 0.1891, -2.3012], [-1.5927, 0.8680, -0.7633], [0.4456, 1.7622, 2.5555], [1.1376, 0.0272, 2.5641], [-1.8650, 0.6468, 0.9381], [-1.1173, -0.8948, 0.9928]]}

=====

entry w has the most favorable energy; the next structure is 3.151 eV above.